# 1
{"formula": "C18H42BGaO12PS3", "method": "ωB97M-V with the def2-TZVPD basis set", "spin_multiplicity": 1, "lumo_energy_ev": 1.58, "homo_energy_ev": -4.84, "homo_lumo_gap_ev": 6.419, "total_charge": -1, "elements": ["Ga", "S", "S", "S", "P", "O", "O", "O", "O", "O", "O", "O", "O", "O", "O", "O", "O", "C", "C", "C", "C", "C", "C", "C", "C", "C", "C", "C", "C", "C", "C", "C", "C", "C", "C", "B", "H", "H", "H", "H", "H", "H", "H", "H", "H", "H", "H", "H", "H", "H", "H", "H", "H", "H", "H", "H", "H", "H", "H", "H", "H", "H", "H", "H", "H", "H", "H", "H", "H", "H", "H", "H", "H", "H", "H", "H", "H", "H"], "coordinates": [[1.9785, 0.1463, 3.2159], [-1.7932, 0.2909, 0.5097], [3.7477, 5.5169, 2.6962], [-4.2037, 0.0171, -5.3352], [0.5746, -3.7751, 1.2751], [-2.6512, 0.4752, 1.6526], [2.8752, 5.1121, 1.6278], [5.0459, -1.6322, 4.6062], [-3.4582, -1.1934, -5.5564], [3.5099, 0.1924, 4.3739], [1.5354, -4.8896, 1.4029], [-4.6717, 0.3786, -4.0222], [4.7982, 6.4801, 2.4474], [0.4981, -3.2313, -0.2365], [-0.9508, -4.1941, 1.5185], [-0.3650, 0.4101, 0.6156], [5.3751, -0.0075, 2.8735], [-2.3410, 1.3450, -0.8307], [2.7639, 6.0986, 4.0893], [-1.4165, -5.3480, 0.7981], [4.3644, 4.4627, 5.0135], [1.7374, -3.0755, -0.9543], [1.6828, -1.7800, -1.7528], [-2.1797, -1.2706, -0.2987], [-5.6251, 1.5173, -6.9448], [0.8288, -2.4095, 2.3891], [-3.3222, 1.4172, -6.0427], [1.9968, -1.4952, 1.9968], [-5.6042, 0.0742, -6.4494], [-4.1628, 1.8830, -7.2390], [-2.8200, -0.9067, -1.6461], [-2.2538, 0.4546, -2.0656], [4.4479, 4.1013, 3.5362], [2.9720, 5.0749, 5.2129], [-1.1813, -6.6308, 1.5635], [4.5859, -0.4549, 3.9524], [-1.2412, -1.8078, -0.4231], [2.2178, 4.2897, 5.1456], [2.8735, 5.5456, 6.1909], [-0.1328, -6.9116, 1.5569], [-2.8079, 0.8775, -2.8958], [-2.3273, 1.0869, -6.3282], [3.8285, 3.2313, 3.3182], [-6.2553, 1.6251, -7.8263], [1.8319, 1.5063, 2.3750], [3.1381, 7.0840, 4.3611], [5.1346, 5.1961, 5.2683], [-3.9033, -0.8276, -1.5397], [1.7288, 6.1702, 3.7661], [-1.7444, -7.4294, 1.0775], [-5.4050, -0.6266, -7.2594], [2.0299, -0.9320, -1.1702], [-2.6210, -1.6732, -2.3943], [-4.0389, 2.9513, -7.4080], [-3.2520, 2.1798, -5.2698], [-3.8343, 1.3672, -8.1431], [-2.4897, -5.2020, 0.6787], [0.6431, -1.5872, -2.0156], [2.9441, -2.0396, 1.9756], [0.6828, 0.0302, 4.1733], [-6.0224, 2.1707, -6.1655], [-1.2080, 0.3429, -2.3659], [6.2808, -0.2750, 3.0175], [0.9507, -2.8044, 3.3956], [2.2564, -1.8701, -2.6717], [-3.3703, 1.6365, -0.6214], [4.5125, 3.5824, 5.6364], [5.4607, 3.9436, 3.1748], [1.8218, -1.1317, 0.9851], [-2.8427, -1.8372, 0.3502], [2.5811, -3.0861, -0.2742], [5.2367, -2.2956, 3.9481], [-1.7019, 2.2242, -0.8678], [1.8178, -3.9162, -1.6413], [-1.5272, -6.5283, 2.5880], [-0.0837, -1.8084, 2.4107], [-6.4976, -0.2219, -5.9056], [-0.9829, -5.3839, -0.1992]], "mulliken_charge": [0.3330, 1.1660, 1.1285, 1.2580, 0.8698, -0.7846, -0.6473, -0.6312, -0.7157, -0.2319, -0.8816, -0.6396, -0.6932, -0.3102, -0.3095, -0.5682, -0.6160, -0.9835, -0.6731, -0.2102, -0.6728, -0.4407, -0.8626, 0.5019, -0.5315, -0.9166, -0.6780, 0.4083, -0.7947, -0.6745, -0.7890, -0.0127, -0.3591, -0.5861, -1.2523, 0.5785, -0.6812, 0.2648, 0.3269, 0.2845, -0.0958, 0.4257, 0.1091, 0.3469, -0.3752, 0.3344, 0.3327, 0.3059, 0.3664, 0.4234, 0.3480, 0.2294, 0.4236, 0.3359, 0.3645, 0.2948, 0.3397, -0.0070, 0.6266, -0.3921, 0.2877, 0.2552, 0.2776, 0.4135, 0.4415, 0.3490, 0.3512, 0.3928, -0.6490, 0.4425, 0.3944, 0.2586, 0.4652, 0.4111, 0.2749, 0.2445, 0.3954, 0.2848]}

---

# 2
{"formula": "C18H42ClN6O6", "method": "ωB97M-V with the def2-TZVPD basis set", "spin_multiplicity": 1, "lumo_energy_ev": 2.30, "homo_energy_ev": -5.90, "homo_lumo_gap_ev": 8.200, "total_charge": -1, "elements": ["Cl", "O", "O", "O", "O", "O", "O", "N", "N", "N", "N", "N", "N", "C", "C", "C", "C", "C", "C", "C", "C", "C", "C", "C", "C", "C", "C", "C", "C", "C", "C", "H", "H", "H", "H", "H", "H", "H", "H", "H", "H", "H", "H", "H", "H", "H", "H", "H", "H", "H", "H", "H", "H", "H", "H", "H", "H", "H", "H", "H", "H", "H", "H", "H", "H", "H", "H", "H", "H", "H", "H", "H", "H"], "coordinates": [[-0.4965, 0.9031, -0.2945], [-4.5737, -2.9743, -1.6785], [4.0615, -0.2487, -3.2617], [3.2468, -2.1469, 3.1168], [-2.8578, 3.7584, -2.2098], [-3.6298, 1.0730, 3.9663], [2.9025, 4.1328, 0.1160], [4.1104, 2.3046, 0.6930], [2.7786, 0.0404, 2.8151], [-2.1272, 0.3447, 2.4383], [-3.4760, 1.6422, -1.7166], [-2.3769, -3.4360, -1.3490], [2.7501, -1.8195, -2.2654], [-2.9506, 1.2719, 2.9614], [5.1384, -1.8701, -1.8849], [-3.7379, -5.0572, -2.5319], [3.4533, 1.4061, -0.2283], [3.6237, 0.4587, 3.8949], [-2.9984, 2.5520, 2.1705], [-2.0662, -1.0063, 2.9243], [1.4796, -1.4058, -2.7999], [4.3272, 4.3435, 2.0159], [-2.0567, -2.1819, -0.6894], [3.9392, -1.2244, -2.5468], [1.6833, -1.5455, 1.3700], [-5.1408, 3.2584, -2.5459], [-3.6175, -3.7125, -1.8318], [2.6507, -1.2716, 2.4983], [-4.3541, 0.4874, -1.7640], [3.6975, 3.5983, 0.8554], [-3.7219, 2.9004, -2.1605], [-1.8169, -1.3899, -1.4056], [-5.6918, 3.6476, -1.6893], [5.1976, 4.8836, 1.6448], [-2.0135, 2.8048, 1.7664], [2.2001, -1.8348, 0.4577], [3.1951, 0.2228, 4.8724], [-2.5056, 1.4258, -1.4894], [-3.6498, 2.4232, 1.3056], [-2.9612, -1.5676, 2.6328], [-2.9290, -5.2227, -3.2402], [0.8187, -1.0010, -2.0233], [-1.1774, -1.4736, 2.5078], [-1.1401, -2.2848, -0.1113], [-1.6277, -4.0160, -1.6829], [2.7934, -2.6408, -1.6896], [-3.6989, -5.8308, -1.7593], [-2.8885, -1.8390, -0.0852], [-1.6026, 0.5805, 1.5975], [-4.2634, -0.0667, -0.8287], [-5.0837, 4.0282, -3.3103], [-4.7182, -5.1258, -2.9912], [3.5956, 5.0480, 2.3996], [4.5817, -0.0697, 3.8634], [1.5635, -0.6010, -3.5227], [6.0307, -1.3577, -2.2307], [-4.0967, -0.2040, -2.5695], [4.6283, 3.6725, 2.8222], [2.3830, 1.2824, -0.0113], [4.5986, 1.8976, 1.4707], [1.0700, -2.3776, 1.7099], [-5.3899, 0.7897, -1.8657], [-5.7120, 2.4164, -2.9349], [3.8219, 1.5268, 3.8275], [2.3181, 0.7131, 2.2250], [-2.0139, -1.0323, 4.0127], [0.9732, -2.2586, -3.2576], [-3.3134, 3.3897, 2.7867], [5.2154, -2.9196, -2.1874], [5.1046, -1.8467, -0.7948], [1.1191, -0.6263, 1.2050], [3.9840, 0.4592, -0.2588], [3.4405, 1.7998, -1.2455]], "mulliken_charge": [-0.8782, -0.6078, -0.6415, -0.7170, -0.6557, -0.7164, -0.6093, -0.1718, -0.0561, 0.3192, 0.2671, -0.0918, -0.1157, 0.7224, -1.2817, -1.1941, -0.6362, -1.0476, -0.8709, -0.8512, -0.7539, -0.9708, -0.1037, 0.7746, 0.1480, -1.1116, 0.6006, 0.5173, -0.8758, 0.5987, 0.7555, 0.0811, 0.2382, 0.2741, 0.2794, -0.3713, 0.3278, -0.0925, 0.0691, 0.2782, 0.3540, 0.1239, 0.1302, -0.0012, 0.2342, 0.2696, 0.2984, 0.1544, -0.1552, 0.1795, 0.3211, 0.3164, 0.2871, 0.3275, 0.2962, 0.3258, 0.2357, 0.2807, -0.0504, 0.3076, 0.4141, 0.3866, 0.3702, 0.3086, 0.2399, 0.3607, 0.3358, 0.3476, 0.4297, 0.2635, -0.1942, 0.2735, 0.3998]}

---

# 3
{"formula": "C18H42ClN6O6Pt", "method": "ωB97M-V with the def2-TZVPD basis set", "spin_multiplicity": 3, "lumo_energy_ev": [-1.94, -1.94], "homo_energy_ev": [-9.89, -10.62], "homo_lumo_gap_ev": [7.953, 8.682], "total_charge": 1, "elements": ["Pt", "Cl", "O", "O", "O", "O", "O", "O", "N", "N", "N", "N", "N", "N", "C", "C", "C", "C", "C", "C", "C", "C", "C", "C", "C", "C", "C", "C", "C", "C", "C", "C", "H", "H", "H", "H", "H", "H", "H", "H", "H", "H", "H", "H", "H", "H", "H", "H", "H", "H", "H", "H", "H", "H", "H", "H", "H", "H", "H", "H", "H", "H", "H", "H", "H", "H", "H", "H", "H", "H", "H", "H", "H", "H"], "coordinates": [[-0.5062, 0.4305, 0.3595], [0.4510, 2.6803, 0.2190], [5.8906, 1.2462, -1.2864], [-1.7318, -1.3562, 0.0752], [-0.0051, -0.2097, 2.3529], [-2.1976, 0.9022, 1.6024], [1.1361, -0.6703, -0.4576], [-1.3969, 0.5680, -1.7878], [-3.3427, 2.7962, 1.0296], [0.7921, -0.4363, 4.3937], [-2.5081, -3.3010, 0.6856], [3.8067, 1.8036, -0.8923], [-1.4823, -0.1351, -3.8969], [3.0286, -1.8562, -0.8530], [2.0809, 0.1963, 4.3108], [-2.7815, 1.9178, 1.8876], [-1.8759, -1.6200, -3.7544], [3.3321, -2.3114, 0.5012], [-4.1540, -1.6457, 0.0195], [-1.1509, 2.1501, -3.7558], [-0.1446, -0.5795, 3.5005], [4.5255, 1.7431, -3.2365], [4.8157, 1.6082, -1.7095], [-2.4905, 2.4222, 3.3427], [1.9058, -0.6404, -2.6892], [-1.2253, -4.0077, 0.7019], [-2.6631, -2.0854, 0.2774], [-3.6288, 2.6546, -0.3940], [-1.4177, 0.7687, -3.0081], [-1.3203, -1.2803, 3.8670], [3.9196, 1.6407, 0.5850], [1.9728, -1.1067, -1.2116], [3.6928, -1.4739, 1.0984], [-1.8489, 2.8765, -3.3397], [3.0303, 1.4566, 1.1878], [-4.3161, -1.5351, -1.0527], [-0.9963, -2.0673, -3.2913], [-4.0660, 1.6975, -0.6784], [-1.5379, 0.2585, -4.8254], [5.0164, 0.9836, -3.8449], [-1.4418, -5.0174, 1.0509], [-1.0469, -2.3352, 3.8463], [4.1486, -3.0228, 0.3767], [2.9188, -0.6177, -3.0908], [1.2032, -1.3090, -3.1866], [-2.2390, -2.1805, -4.6158], [-4.4079, 3.4023, -0.5425], [-3.5453, 3.7267, 1.3660], [4.3583, 2.5463, 1.0039], [-0.4128, -3.5475, 1.2642], [4.6578, 0.8689, 0.8030], [1.4940, 0.3688, -2.6860], [4.9429, 2.6897, -3.5797], [-1.0048, -3.9928, -0.3655], [-1.4272, 2.4954, 3.5711], [3.4451, 1.7069, -3.3767], [3.3968, -2.3944, -1.6242], [-1.1770, 2.2494, -4.8409], [2.4740, -2.7048, 1.0461], [0.5731, -0.7209, 5.3377], [-1.5491, -1.0953, 4.9165], [2.0731, 1.1367, 4.8619], [-4.9328, -2.1509, 0.5909], [-4.3761, -0.6176, 0.3052], [-2.7394, 2.9451, -0.9531], [-0.2127, 2.4443, -3.2854], [-2.2411, -1.0385, 3.3361], [2.3923, 0.4661, 3.3016], [2.9292, 2.0497, -1.3277], [-2.6898, -1.7487, -3.0410], [-2.7503, 3.4786, 3.4105], [-3.2002, -3.8616, 1.1617], [-2.9322, 1.8651, 4.1689], [2.7112, -0.5684, 4.7645]], "mulliken_charge": [5.1499, -0.6505, -0.6759, -1.2293, -1.1762, -0.6948, -1.0522, -0.9411, -0.1446, -0.1863, -0.1719, -0.0318, -0.0598, -0.0737, -0.6776, 0.4935, -0.5000, -0.6877, -0.9957, -1.0949, 0.8154, -0.9132, 0.8009, -1.1323, -0.8283, -0.8577, 0.4938, -0.9212, 0.2778, -1.3201, -0.9414, 0.2368, 0.1572, 0.2934, 0.0006, 0.2289, 0.1725, 0.1962, 0.2074, 0.2908, 0.4183, 0.3244, 0.3929, 0.4164, 0.3008, 0.3968, 0.3505, 0.2339, 0.5173, 0.1126, 0.3115, -0.1950, 0.3112, 0.2866, 0.2038, 0.1604, 0.2826, 0.4627, 0.1481, 0.2519, 0.4946, 0.3027, 0.3786, 0.0850, 0.3430, 0.2066, 0.1016, 0.1004, 0.1049, -0.0175, 0.3972, 0.3144, 0.3015, 0.3427]}

---

# 4
{"formula": "C18H42F3InNO4S4", "method": "ωB97M-V with the def2-TZVPD basis set", "spin_multiplicity": 1, "lumo_energy_ev": 1.49, "homo_energy_ev": -3.83, "homo_lumo_gap_ev": 5.318, "total_charge": -1, "elements": ["In", "S", "S", "S", "S", "F", "F", "F", "O", "O", "O", "O", "N", "C", "C", "C", "C", "C", "C", "C", "C", "C", "C", "C", "C", "C", "C", "C", "C", "C", "C", "H", "H", "H", "H", "H", "H", "H", "H", "H", "H", "H", "H", "H", "H", "H", "H", "H", "H", "H", "H", "H", "H", "H", "H", "H", "H", "H", "H", "H", "H", "H", "H", "H", "H", "H", "H", "H", "H", "H", "H", "H", "H"], "coordinates": [[-0.7157, 2.9115, 0.7723], [2.3960, -2.4055, 3.5801], [-3.0259, 2.7699, -3.9380], [1.6378, 1.1133, -5.9193], [0.9558, -8.1730, 2.3828], [-3.5214, -0.6824, 3.7479], [-1.5249, 1.7225, 5.6639], [-1.8761, -1.7366, 5.4267], [-1.5665, 2.5417, -4.1996], [2.5267, 1.5029, -4.7754], [1.9988, -1.2468, 2.7141], [1.2923, -6.7524, 2.0375], [-0.1681, 1.3640, -0.6158], [1.9742, 5.3505, 2.5027], [-1.4659, 0.6845, 4.5990], [1.3227, 1.1082, -0.6393], [2.4324, -0.2648, -6.7805], [1.0235, -2.7332, 4.7126], [2.1929, -3.9120, 2.5994], [0.9389, -8.3043, 4.1873], [-3.8559, 2.8736, -5.5424], [1.9291, 1.9453, -1.9274], [-3.7468, 1.1821, -3.4568], [0.3062, 4.9283, 0.2978], [0.7721, 5.6858, 1.6776], [-0.1893, 2.4411, 2.9233], [-2.3025, -0.5599, 4.5804], [1.8862, 2.3265, -7.2384], [-0.8282, -8.3778, 2.1638], [-2.9519, 3.2997, 0.4256], [-0.3863, 0.8751, 3.3663], [-4.8315, 1.2838, -3.3742], [0.2935, -7.5319, 4.6125], [1.7534, 1.4513, 0.4002], [-3.2382, 4.4356, 0.5862], [-0.6661, 0.1436, 2.4968], [-1.3644, -7.6009, 2.7137], [1.4918, -0.0476, -0.8065], [1.9645, 3.0827, -1.6405], [1.2453, 4.7412, -0.3759], [-3.4965, 0.4179, -4.1963], [0.5806, -9.2946, 4.4779], [1.1898, -3.9454, 2.1680], [1.8997, 5.5835, 3.6602], [1.2268, -3.6456, 5.2781], [2.9325, -3.9051, 1.7953], [1.3455, 2.0089, -8.1330], [-3.5231, 3.7826, -6.0482], [2.3582, -4.7858, 3.2341], [0.9348, -1.8925, 5.4042], [1.2156, 1.7711, -2.8509], [1.4950, 3.2897, -6.9035], [3.4641, -0.0056, -7.0296], [-0.7131, 0.5219, -0.3099], [3.0166, 1.5659, -2.1661], [1.9580, -8.1672, 4.5557], [-0.4397, 5.6167, -0.2945], [0.6614, 0.5047, 3.7978], [0.0987, 6.5753, 2.0793], [-3.1162, 3.1016, -0.7396], [-3.6518, 2.5447, 0.9827], [0.9603, 2.7256, 3.0674], [2.4272, -1.1358, -6.1210], [2.9925, 4.9405, 2.0944], [-1.1286, -9.3659, 2.5204], [-1.0593, -8.2928, 1.0994], [1.8736, -0.4977, -7.6900], [-3.5989, 2.0048, -6.1533], [-4.9370, 2.9198, -5.3917], [2.9518, 2.4258, -7.4593], [-0.7832, 3.1425, 3.6670], [0.0923, -2.8395, 4.1507], [-3.3365, 0.8945, -2.4860]], "mulliken_charge": [0.6609, 0.3087, 0.4588, 0.6864, 0.4294, -0.2280, -0.2887, -0.2686, -0.5421, -0.5867, -0.4708, -0.5397, -0.4973, -0.7171, 0.4772, -0.2078, -1.0270, -0.9458, -0.9209, -0.9358, -0.9563, -0.4050, -0.9777, -0.5862, -0.0810, -0.8735, 0.0272, -1.0089, -0.9307, -0.7622, 0.0506, 0.3946, 0.2934, 0.1358, 0.1593, 0.2496, 0.3032, 0.2507, -0.0139, 0.1179, 0.3639, 0.3850, 0.2974, 0.1839, 0.4860, 0.3904, 0.3534, 0.3098, 0.3100, 0.3005, 0.0489, 0.3179, 0.3085, 0.0955, 0.2606, 0.3094, 0.1993, -0.0194, 0.1881, -0.0059, 0.1714, 0.1899, 0.3041, 0.2332, 0.3660, 0.3079, 0.3511, 0.2690, 0.3572, 0.3200, 0.2862, 0.2637, 0.2653]}

---

no.,electronic energy (a.u.)
1,-5099.74170
2,-1951.44700
3,-2070.30871
4,-3148.67382